one) Here is 7 unconnected molecules or ions with the total composition C5H24NO7 from the Open Molecules 2025 dataset. Energies are from ωB97M-V with the def2-TZVPD basis set.

Its frontier orbital gap is 8.39 eV. As for the LUMO energy: 0.113 hartree. The value obtained for the HOMO energy is -5.32 eV.

ORCA input file:
```
! wB97M-V def2-TZVPD RIJCOSX def2/J DEFGRID3
* xyz -1 1
C -0.632 1.404 2.449
N -1.020 1.044 1.079
C -1.880 -0.169 0.961
C -1.445 -0.861 -0.383
C -2.642 -0.962 -1.339
O -2.299 -0.991 -2.749
C -1.964 -1.001 2.304
H 0.151 0.821 3.022
H -1.377 1.165 3.230
H -0.406 2.442 2.532
H -0.131 0.885 0.574
H -2.947 0.084 0.724
H -0.677 -0.468 -1.188
H -0.999 -1.813 -0.084
H -3.237 -1.693 -1.148
H -3.309 0.033 -1.233
H -2.072 -0.155 -3.166
H -0.927 -1.414 2.670
H -2.467 -0.590 3.188
H -0.443 1.869 -2.621
H -1.655 2.472 -2.236
O -1.179 2.285 -3.094
H 0.844 -1.088 -2.201
H 1.823 -0.701 -3.094
O 0.877 -0.654 -2.996
H -2.549 -1.981 2.112
H 2.836 -2.180 -0.316
O 3.406 -2.470 -1.102
H 4.342 1.729 0.277
H 4.132 0.637 -0.708
O 4.300 1.610 -0.680
H 2.565 0.471 1.291
H 2.366 1.724 2.190
O 3.054 1.124 2.038
H 3.093 -1.707 -1.652
H 0.841 -0.513 0.973
O 1.628 -0.389 0.378
*
```

In the Löwdin picture, each atom carries the following charge in e: -0.171, -0.080, -0.371, -0.145, -0.238, -0.093, -0.093, 0.087, 0.056, 0.055, 0.063, 0.107, 0.118, 0.109, 0.040, 0.152, 0.055, 0.105, 0.050, 0.026, 0.061, -0.083, -0.047, 0.028, -0.011, 0.086, 0.034, -0.131, -0.001, 0.032, -0.099, 0.021, -0.056, -0.188, 0.005, -0.071, -0.411

***

two) Here is 7 unconnected molecules or ions with the total composition C5H24NO7 from the Open Molecules 2025 dataset. Energies are from ωB97M-V with the def2-TZVPD basis set.

Its frontier orbital gap is 9.00 eV. As for the LUMO energy: 0.117 hartree. The value obtained for the HOMO energy is -5.83 eV.

ORCA input file:
```
! wB97M-V def2-TZVPD RIJCOSX def2/J DEFGRID3
* xyz -1 1
C 1.565 -1.091 1.066
N 0.553 -0.056 0.868
C -0.788 -0.490 1.257
C -1.679 0.760 1.224
C -3.145 0.519 1.568
O -3.959 0.236 0.414
C -1.326 -1.595 0.349
H 1.386 -2.008 0.491
H 1.624 -1.346 2.121
H 2.529 -0.701 0.771
H 0.531 0.204 -0.134
H -0.742 -0.867 2.284
H -1.251 1.467 1.938
H -1.614 1.220 0.233
H -3.252 -0.308 2.271
H -3.587 1.434 1.981
H -3.398 -0.175 -0.251
H -2.362 -1.853 0.590
H -1.292 -1.292 -0.698
H 0.539 -2.913 -1.893
H 0.204 -4.412 -1.837
O 0.705 -3.740 -1.368
H 1.589 1.399 -2.049
H 2.063 2.787 -2.599
O 2.399 2.010 -2.145
H -0.735 -2.504 0.438
H 1.074 -1.619 -3.542
O 0.242 -1.661 -3.058
H 1.156 1.416 1.755
H 0.725 2.884 1.952
O 1.415 2.267 2.212
H 2.715 2.913 0.926
H 2.972 2.898 -0.615
O 3.206 3.368 0.213
H 0.223 -0.753 -2.514
H -0.521 1.040 -2.294
O 0.237 0.562 -1.925
*
```

In the Löwdin picture, each atom carries the following charge in e: -0.098, -0.116, -0.398, -0.149, -0.249, -0.096, -0.051, 0.061, 0.076, 0.080, 0.073, 0.140, 0.102, 0.120, 0.108, 0.110, 0.056, 0.073, 0.076, -0.015, 0.017, -0.116, -0.011, 0.025, -0.129, 0.060, 0.029, -0.165, 0.010, 0.030, -0.107, -0.019, -0.022, -0.124, -0.028, -0.006, -0.348

***

Relative energies, in kJ/mol, with the most stable structure set to zero: one) 397.7; two) 0.0.

***

one) Here is C3H3NOS2 in the gas phase from the Open Molecules 2025 dataset. Energies are from ωB97M-V with the def2-TZVPD basis set.

Its frontier orbital gap is 8.22 eV. As for the LUMO energy: -0.019 hartree. Its structure (SMILES) is S=c1ccn(S)o1. The value obtained for the HOMO energy is -8.72 eV.

ORCA input file:
```
! wB97M-V def2-TZVPD RIJCOSX def2/J DEFGRID3
* xyz 0 1
S -2.067 -1.757 -1.192
C -1.130 -0.690 -0.546
C -0.848 -0.689 0.801
C 0.291 0.098 1.019
N 0.528 0.852 -0.221
S 2.174 0.773 -0.707
O -0.465 0.359 -1.229
H -1.409 -1.278 1.587
H 0.909 0.496 1.942
H 2.018 1.836 -1.454
*
```

In the Löwdin picture, each atom carries the following charge in e: 0.792, -0.955, -0.147, -0.092, -0.475, 0.820, -0.092, 0.135, 0.159, -0.143

***

two) Here is C3H3NOS2 in the gas phase from the Open Molecules 2025 dataset. Energies are from ωB97M-V with the def2-TZVPD basis set.

Its frontier orbital gap (alpha / beta) is 8.06 / 8.06 eV. As for the LUMO energy (alpha / beta): -0.029 / -0.029 hartree. Its structure (SMILES) is [H]/N=C1\SCOC1=S. The value obtained for the HOMO energy (alpha / beta) is -8.86 / -8.86 eV.

ORCA input file:
```
! wB97M-V def2-TZVPD RIJCOSX def2/J DEFGRID3
* xyz 0 1
H 0.070 1.525 2.444
N -0.219 0.582 2.177
C -0.058 0.379 0.938
S 0.666 1.359 -0.308
C 0.358 0.046 -1.538
O -0.366 -0.987 -0.972
C -0.504 -0.863 0.335
S -1.212 -2.107 1.133
H 1.440 -0.358 -1.915
H -0.176 0.423 -2.295
*
```

In the Löwdin picture, each atom carries the following charge in e: 0.064, 0.118, -0.742, 1.001, -0.435, -0.117, -0.857, 0.772, 0.155, 0.040

***

Relative energies, in kJ/mol, with the most stable structure set to zero: one) 198.7; two) 0.0.